A single C3H9N3O molecule in a non-equilibrium geometry, computed with the ωB97M-V functional and the def2-TZVPD basis.

Output
SMILES   C[NH2+]C([O-])=C(N)N
Gap between HOMO and LUMO   7.687 eV
ΔE to the lowest compared entry with this formula, charge and spin   81.69 kcal/mol
LUMO energy   0.71 eV
Calculated total energy   -9771.99687 eV
HOMO level   -6.98 eV

ORCA input file:
```
! RIJCOSX wB97M-V def2-TZVPD def2/J DEFGRID3
* xyz 0 1
C -0.786 -0.660 -0.391
C 1.696 1.188 0.841
N 0.803 1.062 -0.317
C -0.698 0.701 -0.008
N 0.203 -1.578 0.126
N -2.111 -1.207 -0.491
O -1.505 1.591 0.154
H 0.792 1.903 -0.886
H 0.589 0.044 -0.997
H -0.130 -2.014 0.984
H -2.183 -1.867 -1.258
H 0.388 -2.321 -0.538
H -2.809 -0.483 -0.618
H 1.771 0.216 1.324
H 1.293 1.913 1.554
H 2.687 1.513 0.522
*
```